# C34H50BF5N2NiO2SSbSi3

A molecular structure, C34H50BF5N2NiO2SSbSi3 at a distorted geometry (ωB97M-V/def2-TZVPD, OMol25).

Element x y z (Å)
Sb1 -0.641 -0.265 -2.013
Ni1 0.099 0.091 0.472
S1 0.144 2.586 0.094
Si1 2.373 -1.864 -3.031
Si2 1.532 1.005 -4.034
Si3 -3.120 -0.954 0.103
F1 -1.048 3.966 2.480
F2 -3.284 5.392 2.645
F3 -1.844 3.282 -2.150
F4 -4.078 4.716 -1.953
F5 -4.845 5.793 0.437
O1 -0.653 -0.745 3.313
O2 0.071 1.410 3.262
N1 0.640 -2.027 0.834
N2 2.083 0.442 -0.162
C1 -3.506 0.873 0.109
C2 3.721 0.973 -1.767
C3 2.882 0.940 0.787
C4 0.084 0.622 -5.160
C5 2.470 0.426 -1.448
C6 4.543 1.493 -0.791
C7 -0.741 -0.311 4.679
C8 4.128 1.468 0.530
C9 1.385 2.753 -3.435
C10 -2.218 -0.289 5.051
C11 2.068 -3.245 -1.827
C12 -1.335 -1.256 -0.169
C13 4.251 -1.781 -3.112
C14 1.605 -0.196 -2.537
C15 -1.096 -3.646 0.718
C16 -3.713 5.067 0.349
C17 -4.244 -1.712 -1.205
C18 -3.635 -1.691 1.744
C19 -0.304 -4.534 1.412
C20 3.025 0.967 -5.195
C21 -0.019 -1.346 5.528
C22 0.977 -4.164 1.821
C23 -3.321 4.521 -0.858
C24 -0.065 1.111 4.659
C25 1.339 1.143 5.249
C26 -1.760 4.116 1.355
C27 1.398 -2.888 1.495
C28 -0.895 2.224 5.281
C29 -1.338 3.531 0.159
C30 -2.920 4.865 1.463
C31 -0.610 -2.353 0.437
C32 1.859 -2.450 -4.737
C33 -2.158 3.772 -0.937
C34 -1.122 -2.066 -3.150
B1 -0.230 0.293 2.484
H1 2.469 -4.165 -2.264
H2 -1.130 -1.891 -4.222
H3 -5.298 -1.598 -0.939
H4 2.731 1.511 -6.098
H5 1.785 2.111 5.020
H6 0.232 1.186 -6.084
H7 -0.555 -2.294 5.469
H8 -2.085 -3.927 0.380
H9 0.993 -1.515 5.166
H10 -2.618 -1.301 4.980
H11 -4.092 -1.217 -2.168
H12 -4.043 -2.778 -1.342
H13 1.330 1.013 6.333
H14 1.621 -4.838 2.367
H15 -4.640 -1.349 2.007
H16 -4.481 1.066 0.562
H17 -0.500 -2.926 -2.913
H18 -1.890 2.276 4.845
H19 2.463 0.942 1.787
H20 -2.379 0.076 6.068
H21 4.690 -1.554 -2.139
H22 0.031 -1.045 6.577
H23 -2.136 -2.277 -2.818
H24 0.011 -0.430 -5.424
H25 4.727 1.873 1.332
H26 -2.743 1.422 0.667
H27 4.640 -1.063 -3.831
H28 -0.866 0.933 -4.726
H29 3.893 1.482 -4.787
H30 5.504 1.915 -1.063
H31 4.601 -2.774 -3.408
H32 -0.402 3.176 5.087
H33 2.333 -3.424 -4.893
H34 -2.784 0.339 4.364
H35 2.382 -2.531 1.785
H36 2.205 -1.789 -5.531
H37 3.338 -0.027 -5.506
H38 1.027 -3.412 -1.563
H39 4.051 0.970 -2.791
H40 2.366 3.200 -3.262
H41 1.973 0.372 4.812
H42 -3.525 1.276 -0.907
H43 2.610 -3.054 -0.901
H44 0.789 -2.585 -4.852
H45 -2.937 -1.383 2.522
H46 -3.646 -2.781 1.721
H47 0.865 3.350 -4.189
H48 0.822 2.812 -2.500
H49 -0.679 -5.528 1.632
H50 -0.991 2.098 6.362

Computed properties:
E_LUMO (alpha / beta) in hartree: 0.09209 / 0.09068
2S+1: 3
Net charge: -1
Highest occupied orbital energy (alpha / beta) in eV: -3.353 / -4.570
⟨S²⟩: 2.025
Max |F| in hartree/bohr: 0.0254
Molecular weight in u: 921.366

Atomic partial charges in e from the Mulliken method, atoms 1 to 99:
1 Sb 0.27
2 Ni -0.48
3 S -0.37
4 Si 0.22
5 Si 1.00
6 Si 0.50
7 F -0.37
8 F -0.34
9 F -0.34
10 F -0.35
11 F -0.34
12 O -0.21
13 O 0.61
14 N 1.10
15 N 1.33
16 C -0.41
17 C -0.85
18 C -0.59
19 C -1.32
20 C -1.79
21 C -1.09
22 C 1.75
23 C -1.09
24 C -0.83
25 C -2.27
26 C -0.94
27 C 0.31
28 C -1.33
29 C 2.96
30 C -0.45
31 C 0.85
32 C -1.40
33 C -0.74
34 C -0.88
35 C -1.33
36 C -2.13
37 C -1.22
38 C 0.05
39 C 2.00
40 C -2.17
41 C 0.05
42 C -0.68
43 C -2.02
44 C 0.12
45 C 0.07
46 C -0.05
47 C -1.04
48 C -0.07
49 C -1.56
50 B -0.27
51 H 0.57
52 H 0.43
53 H 0.40
54 H 0.46
55 H 0.50
56 H 0.51
57 H 0.46
58 H 0.56
59 H 0.32
60 H 0.49
61 H 0.29
62 H 0.31
63 H 0.37
64 H 0.45
65 H 0.44
66 H 0.55
67 H 0.37
68 H 0.33
69 H 0.29
70 H 0.40
71 H 0.34
72 H 0.35
73 H 0.35
74 H 0.38
75 H 0.49
76 H -0.49
77 H 0.30
78 H 0.29
79 H 0.37
80 H 0.45
81 H 0.42
82 H 0.46
83 H 0.43
84 H 0.31
85 H 0.39
86 H 0.28
87 H 0.33
88 H 0.12
89 H 0.40
90 H 0.28
91 H 0.30
92 H 0.21
93 H 0.17
94 H 0.36
95 H -0.10
96 H 0.29
97 H 0.44
98 H -0.13
99 H 0.42

=====

# C34H50BiP2

A molecular structure, C34H50BiP2 at a distorted geometry (ωB97M-V/def2-TZVPD, OMol25).

Element x y z (Å)
Bi1 -0.270 0.000 0.284
P1 -1.389 0.208 -1.951
P2 1.823 1.408 -0.442
C1 0.684 -1.689 -5.118
C2 1.562 -4.108 0.982
C3 -1.848 2.933 0.376
C4 -0.477 1.030 -5.705
C5 -1.808 3.799 4.491
C6 -1.567 -0.766 -4.255
C7 -1.378 -2.143 4.665
C8 1.917 -2.498 2.974
C9 -0.209 -2.484 3.842
C10 -2.157 4.240 0.819
C11 -0.890 1.304 3.600
C12 0.819 2.422 -1.596
C13 1.111 -3.349 2.171
C14 -1.453 2.825 5.411
C15 2.585 2.472 0.794
C16 -2.109 4.537 2.165
C17 -1.737 3.549 3.102
C18 1.100 -1.971 4.009
C19 -1.295 2.247 2.628
C20 -3.194 0.354 -1.727
C21 -0.839 -1.901 -4.952
C22 -1.299 1.984 1.221
C23 -0.419 1.806 -2.315
C24 -1.413 0.537 -4.640
C25 3.106 0.387 -1.199
C26 1.534 -1.014 5.038
C27 0.991 1.320 -5.236
C28 -0.205 -3.340 2.710
C29 1.528 0.445 -4.132
C30 3.342 -2.173 2.757
C31 -1.387 -4.042 2.169
C32 1.321 -0.878 -4.016
C33 -0.980 1.568 4.963
C34 -0.908 -1.617 -1.872
H1 -2.025 2.714 -0.676
H2 -1.276 -2.093 -5.948
H3 -2.076 -3.357 1.653
H4 1.881 -1.480 -3.274
H5 -1.011 -2.811 -4.367
H6 -1.112 -2.092 5.728
H7 -0.456 0.372 -6.594
H8 -0.694 0.813 5.699
H9 -3.654 0.370 -2.722
H10 0.879 -1.271 -6.122
H11 3.928 1.046 -1.516
H12 1.956 -5.097 1.265
H13 -2.448 4.993 0.089
H14 2.311 0.955 -3.537
H15 1.059 -1.237 6.004
H16 3.789 -2.837 2.006
H17 -1.953 -4.520 2.977
H18 -3.470 1.279 -1.195
H19 -2.382 5.525 2.535
H20 3.911 -2.278 3.691
H21 2.622 -1.045 5.174
H22 -1.763 -2.219 -2.186
H23 2.728 -0.170 -2.065
H24 -1.805 -1.167 4.393
H25 0.487 3.318 -1.051
H26 -3.592 -0.504 -1.159
H27 -0.517 0.339 3.254
H28 -2.168 4.777 4.815
H29 1.822 3.045 1.345
H30 3.272 3.158 0.283
H31 -1.089 -4.817 1.455
H32 1.530 2.755 -2.360
H33 2.366 -3.578 0.456
H34 3.486 -0.339 -0.466
H35 -0.067 -1.791 -2.547
H36 -2.536 -1.080 -3.829
H37 1.639 1.271 -6.142
H38 -0.066 1.522 -3.298
H39 -0.597 -2.009 -0.884
H40 1.038 2.373 -4.903
H41 1.143 -2.696 -5.120
H42 -2.162 1.283 -4.325
H43 -1.530 3.025 6.482
H44 1.262 0.023 4.783
H45 -0.878 1.997 -6.061
H46 3.478 -1.135 2.411
H47 -2.170 -2.893 4.544
H48 3.151 1.852 1.512
H49 0.738 -4.274 0.278
H50 -1.172 2.584 -2.500

Computed properties:
Relative energy (zero: lowest compared OMol25 entry of this formula, charge and spin) in kcal/mol: 71.1
E_LUMO (alpha / beta) in hartree: -0.13906 / -0.13977
Net charge: +1
Highest occupied orbital energy (alpha / beta) in eV: -6.918 / -6.845
Max |F| in hartree/bohr: 0.0970
Molecular weight in u: 729.702

The net atomic charges from Mulliken, expressed in e, are:
1 Bi 0.56
2 P 1.36
3 P 0.66
4 C -1.01
5 C -1.75
6 C -0.29
7 C -0.84
8 C -0.73
9 C -0.55
10 C -1.17
11 C 0.13
12 C 0.54
13 C -1.36
14 C 0.48
15 C -1.56
16 C 0.76
17 C -0.85
18 C -1.14
19 C -0.91
20 C 1.02
21 C 0.67
22 C 0.66
23 C -1.20
24 C -1.18
25 C -0.04
26 C 1.36
27 C -0.66
28 C -0.84
29 C -1.25
30 C -1.01
31 C 0.24
32 C 0.01
33 C -1.41
34 C -1.59
35 C -1.11
36 C -0.13
37 C -1.68
38 H 0.46
39 H 0.41
40 H 0.07
41 H 0.69
42 H 0.40
43 H 0.31
44 H 0.39
45 H 0.45
46 H 0.49
47 H 0.35
48 H 0.45
49 H 0.30
50 H 0.46
51 H 1.08
52 H 0.32
53 H 0.42
54 H 0.49
55 H 0.35
56 H 0.38
57 H 0.41
58 H 0.36
59 H 0.59
60 H -0.05
61 H 0.04
62 H 0.46
63 H 0.40
64 H -0.71
65 H 0.37
66 H 0.34
67 H 0.45
68 H 0.42
69 H 0.82
70 H 0.32
71 H 0.39
72 H 0.21
73 H 0.99
74 H 0.37
75 H -2.43
76 H 0.64
77 H 0.21
78 H 0.37
79 H 0.65
80 H 0.40
81 H 0.01
82 H 0.41
83 H 0.03
84 H 0.37
85 H 0.38
86 H 0.35
87 H 0.98

=====

Q: Which formula does entry 2 have?
A: C34H50BiP2

=====

Q: Among the records above, which one has the highest net charge?
A: C34H50BiP2

=====

Q: The highest max |F| belongs to which entry?
A: C34H50BiP2